ORCA calculation (ωB97M-V/def2-TZVPD) on a molecular structure, C2H5N2 at a distorted geometry.

Last column: Löwdin charge in e.
Atoms and positions in Å:
C1 -0.82 0.49 0.64  -0.088
C2 0.34 -0.35 -0.78  -0.034
N1 0.15 -0.41 0.63  0.094
N2 -0.88 0.58 -0.67  0.136
H1 -1.56 0.83 1.27  0.137
H2 1.23 0.25 -0.99  0.144
H3 0.15 -1.20 -1.43  0.145
H4 0.82 -1.40 2.57  0.320
H5 -1.38 1.29 -1.14  0.146

## Properties
- Energy above the lowest of the compared OMol25 structures with the same formula, charge and spin: 562.07 kJ/mol
- E_LUMO (alpha / beta): -5.3 / -8.6 eV
- Total energy: -5121.2213 eV
- E_HOMO (alpha / beta): -16.07 / -15.05 eV
- Charge: +1
- HOMO-LUMO gap (alpha / beta): 0.395 / 0.236 Ha